A structure of composition C3H3O3Yb, computed with the ωB97M-V functional and the def2-TZVPD basis.

The geometry in ORCA input format:
```
! RIJCOSX wB97M-V def2-TZVPD def2/J DEFGRID3
* xyz 2 2
H -1.21 0.42 4.65
H 1.27 -0.28 3.98
H 1.30 1.45 3.43
C 0.75 0.50 3.41
C -0.71 0.60 3.70
O 0.70 0.07 1.94
Yb -0.47 -1.35 -1.65
O -0.94 -0.50 0.52
C -0.53 -0.05 1.59
O -1.39 0.22 2.57
*
```

Results
LUMO level (spin up / spin down): -10.27 / -10.28 eV
Frontier orbital gap (spin up / spin down): 4.842 / 9.486 eV
Strongest force on any atom: 0.049 hartree/bohr
Energy relative to the best compared isomer or geometry (same formula, charge and spin): 0.0 kJ/mol

A cluster of 12 separate species, C51H135N9O18 in total, computed with the ωB97M-V functional and the def2-TZVPD basis.

The geometry in ORCA input format:
```
! RIJCOSX wB97M-V def2-TZVPD def2/J DEFGRID3
* xyz 0 1
H 11.25 -21.98 -12.99
H 2.52 -21.62 -20.95
H 3.83 -11.58 -20.94
H 4.98 -18.21 -25.44
H 14.79 -22.61 -22.22
C 10.75 -21.56 -13.87
H 6.31 -19.19 -25.96
N 14.75 -20.52 -22.39
H 5.30 -13.61 -21.69
H 14.96 -16.20 -20.70
C 3.57 -14.16 -19.89
O 13.93 -17.94 -21.15
C 13.96 -16.63 -20.62
H 9.64 -19.32 -22.00
H 5.63 -14.66 -18.16
H 10.65 -14.67 -27.32
C 5.47 -13.00 -20.80
H 12.87 -21.83 -18.82
O 9.40 -20.02 -23.77
H 6.48 -20.03 -17.75
H 3.55 -14.91 -20.69
C 7.54 -18.90 -14.88
C 10.28 -24.93 -16.47
N 3.40 -20.05 -15.62
H 14.65 -17.37 -14.13
H 11.38 -21.56 -14.76
C 7.29 -19.82 -17.05
C 14.81 -18.85 -20.52
H 14.40 -16.89 -16.94
H 4.46 -20.24 -18.34
H 7.40 -16.41 -16.77
H 11.74 -19.18 -21.26
C 9.53 -15.89 -22.16
H 12.94 -16.15 -24.25
H 8.69 -21.22 -12.49
H 6.63 -20.08 -13.30
H 13.20 -21.91 -22.45
H 7.90 -19.00 -17.44
H 3.57 -15.73 -18.42
C 11.33 -19.04 -19.13
H 5.44 -9.08 -21.07
H 8.46 -18.19 -26.13
C 12.19 -22.62 -19.09
H 8.67 -20.91 -20.73
H 2.86 -17.96 -11.58
H 9.53 -13.70 -22.07
H 7.56 -18.76 -12.76
C 14.24 -21.84 -22.77
H 1.79 -20.12 -16.85
C 2.49 -14.66 -16.40
H 11.44 -16.81 -22.56
H 10.30 -24.22 -13.94
H 8.84 -21.71 -14.84
H 2.92 -13.34 -20.20
O 10.10 -23.66 -15.89
N 9.94 -22.84 -22.50
C 4.92 -11.59 -20.96
N 8.63 -22.17 -12.84
H 11.13 -20.65 -20.56
C 8.09 -17.31 -25.60
H 9.36 -13.50 -19.12
H 10.77 -18.62 -24.30
C 7.27 -19.33 -21.00
C 3.20 -21.60 -20.10
H 10.80 -12.73 -18.32
H 5.87 -16.40 -21.01
H 9.03 -16.69 -22.72
H 14.27 -23.09 -24.55
C 10.61 -19.70 -24.44
H 11.99 -12.51 -28.74
O 11.20 -14.52 -19.17
H 8.51 -14.34 -23.36
H 11.51 -15.13 -21.97
H 12.05 -24.86 -20.75
H 14.70 -18.82 -19.43
H 6.45 -19.97 -20.67
H 9.07 -22.73 -12.11
H 9.88 -17.17 -20.64
C 4.75 -18.57 -12.36
H 10.65 -24.86 -17.49
H 8.53 -19.86 -19.33
H 2.86 -19.45 -15.00
H 1.84 -16.16 -14.09
H 3.78 -16.65 -12.31
H 15.85 -18.60 -20.76
H 2.50 -18.11 -18.32
H 8.34 -15.16 -25.64
H 13.61 -16.68 -19.58
H 6.56 -12.95 -20.72
C 8.88 -14.52 -22.34
H 9.32 -25.44 -16.47
C 13.45 -21.47 -26.31
H 13.46 -20.53 -20.73
H 11.19 -22.47 -18.65
H 14.31 -19.84 -23.00
H 5.01 -17.71 -20.17
N 9.72 -19.13 -21.00
C 10.14 -14.15 -28.14
C 11.48 -12.30 -27.79
H 1.51 -15.13 -16.56
H 10.64 -14.42 -29.07
N 8.49 -15.98 -27.59
C 14.37 -22.04 -24.25
H 3.45 -22.65 -19.91
H 5.59 -8.84 -19.34
H 10.60 -12.72 -20.06
H 5.44 -17.91 -21.86
C 3.55 -20.72 -17.96
C 2.96 -14.86 -18.69
H 15.42 -21.87 -24.52
H 10.65 -15.21 -19.61
H 11.02 -25.52 -15.92
O 13.41 -21.26 -24.92
H 11.54 -11.23 -27.65
H 8.66 -24.28 -14.48
H 11.44 -20.21 -23.94
H 5.15 -18.21 -14.29
H 10.12 -20.00 -16.26
N 4.95 -13.72 -19.62
H 2.19 -17.80 -16.66
C 8.69 -14.62 -28.12
H 5.18 -18.56 -11.36
H 11.87 -23.47 -22.94
H 13.06 -17.02 -15.82
H 12.03 -12.82 -27.00
O 2.94 -14.00 -17.57
H 4.36 -19.72 -15.54
H 11.80 -19.49 -16.48
H 10.50 -24.04 -20.28
H 10.62 -20.48 -13.72
H 5.30 -11.24 -21.94
C 6.05 -18.36 -25.30
H 4.31 -19.57 -12.52
H 4.01 -9.22 -20.06
C 3.50 -17.70 -12.44
C 2.88 -18.34 -17.32
C 6.81 -16.09 -17.63
H 8.09 -13.90 -27.54
H 13.38 -22.54 -26.53
O 6.64 -19.31 -15.90
H 7.85 -17.87 -15.10
C 6.84 -19.03 -13.55
H 7.39 -19.43 -22.08
O 10.15 -12.75 -27.90
C 10.78 -19.39 -16.88
H 14.36 -21.07 -26.79
O 6.07 -14.92 -17.32
H 7.97 -21.40 -23.41
H 9.81 -16.04 -25.92
C 8.82 -21.29 -24.08
C 5.79 -17.48 -20.91
H 8.43 -19.52 -14.76
H 3.77 -21.71 -17.55
H 11.07 -17.97 -19.09
H 0.98 -17.27 -12.97
H 7.59 -15.89 -18.37
H 12.81 -14.35 -24.02
H 10.24 -21.97 -22.06
C 9.58 -23.69 -14.58
O 2.64 -20.88 -19.05
H 15.16 -20.96 -20.45
C 10.44 -13.33 -19.15
H 10.50 -18.35 -16.70
H 8.52 -16.41 -20.57
O 11.02 -15.37 -23.97
C 14.50 -20.26 -20.97
H 7.97 -14.47 -21.74
H 10.63 -19.98 -25.49
H 7.87 -20.74 -16.89
C 8.56 -19.86 -20.41
H 10.73 -22.33 -24.38
N 5.67 -18.19 -13.42
H 14.21 -15.68 -15.63
H 12.55 -23.56 -18.64
C 12.35 -15.24 -24.44
H 12.30 -15.21 -25.53
N 9.51 -16.22 -20.73
H 13.24 -16.04 -21.17
C 11.43 -23.97 -20.87
C 9.41 -22.27 -14.09
H 3.86 -17.85 -17.28
H 4.87 -13.09 -18.83
C 1.65 -17.21 -13.84
O 14.92 -17.52 -15.03
H 10.74 -24.82 -22.65
H 6.15 -16.88 -18.00
C 2.83 -19.83 -16.95
C 8.75 -16.04 -26.16
H 4.10 -21.11 -20.50
H 8.23 -14.49 -29.10
C 14.12 -16.74 -15.90
C 9.75 -22.48 -23.90
H 6.26 -18.69 -24.28
O 2.84 -17.92 -13.66
C 5.08 -9.44 -20.10
O 7.05 -18.00 -20.58
H 3.26 -15.39 -16.15
C 11.03 -19.56 -20.52
H 8.45 -17.41 -24.57
H 8.44 -21.27 -25.10
H 7.48 -16.09 -27.69
O 12.09 -22.79 -20.49
H 2.38 -13.95 -15.58
H 12.41 -19.04 -18.93
H 9.33 -23.35 -24.42
H 1.93 -15.15 -18.94
O 10.59 -19.79 -18.20
H 1.16 -17.64 -14.71
C 11.01 -23.81 -22.34
O 5.42 -10.79 -19.91
O 6.69 -17.18 -25.73
H 12.64 -20.90 -26.78
C 10.97 -15.81 -22.63
*
```

Results
LUMO level: 0.58 eV
Frontier orbital gap: 9.067 eV
Strongest force on any atom: 0.031 hartree/bohr
Energy relative to the best compared isomer or geometry (same formula, charge and spin): 0.0 kJ/mol
SMILES: COC[C@H](C)N.COC[C@H](C)N.COC[C@H](C)N.COCCNCCOC.COCCNCCOC.COCCNCCOC.COCCNCCOC.COCCNCCOC.COCCNCCOC.CO.CO.CO

A cluster of 13 separate species, C6H39NO13 in total, computed with the ωB97M-V functional and the def2-TZVPD basis.

The geometry in ORCA input format:
```
! RIJCOSX wB97M-V def2-TZVPD def2/J DEFGRID3
* xyz 0 1
C -0.47 0.14 -1.11
C 0.56 2.27 -0.54
O 2.30 -0.14 2.62
H -1.73 -1.73 -2.45
H 0.38 -1.89 -1.45
H -1.55 -3.96 -3.09
H 3.84 -2.62 0.23
C 0.55 -0.97 -0.90
C -1.88 -0.48 -0.90
C 0.92 3.10 1.84
H 2.43 -2.24 0.79
O -1.54 2.95 -2.59
O -2.69 2.12 1.41
H -1.92 1.92 0.84
O -3.30 -0.24 2.45
H -3.03 2.99 1.20
O 0.80 -2.85 2.16
H -2.60 0.20 -1.35
O -2.11 -3.11 0.97
H 2.95 0.15 -2.21
H 0.16 -2.12 2.26
H 3.58 0.95 1.76
H -2.06 -0.58 0.16
C 0.48 3.47 0.41
O 2.99 -2.22 0.01
H -1.50 -0.79 2.40
H 1.61 -0.79 -1.09
H -1.65 2.88 -1.63
O 2.98 0.44 -3.12
H -0.10 0.82 0.75
H -1.64 -3.88 -1.53
H 2.67 -0.73 3.29
O -0.70 -1.56 -4.00
H -3.35 0.68 2.08
H -0.59 3.74 0.38
N -0.42 1.23 -0.13
O 4.13 1.19 0.99
H -1.58 2.02 -2.82
O -0.62 -0.36 2.28
H -0.52 0.16 3.09
H 1.53 1.75 -0.53
H 3.88 0.55 -3.43
H 1.84 2.54 1.71
H -3.88 -0.23 3.21
H 0.98 3.91 2.55
H 4.96 1.54 1.32
O -2.02 -1.76 -1.52
H 0.27 -3.65 2.05
H 0.25 2.32 2.22
O -1.57 -4.47 -2.27
H -1.67 -2.56 0.30
H 0.20 -1.38 -3.68
H 0.39 2.73 -1.50
H 1.06 4.34 0.13
H 1.42 -0.42 2.33
H -0.39 0.46 -2.15
H -0.56 -1.38 -4.94
H -3.00 -3.15 0.62
H 0.55 -1.28 0.15
*
```

Results
LUMO level: 0.27 eV
Frontier orbital gap: 9.767 eV
Strongest force on any atom: 0.035 hartree/bohr
Energy relative to the best compared isomer or geometry (same formula, charge and spin): 270.2 kJ/mol